No. 1
Here is the molecule C12H18N2O in a non-equilibrium geometry from the Open Molecules 2025 dataset. Energies are from ωB97M-V/def2-TZVPD.

Last column: natural (NBO) charge in e.
Element x y z (Å)
1 C -2.0920 -1.1078 -1.2928  -0.58
2 C -1.8295 -1.2136 0.0985  -0.25
3 C -2.5300 -2.5929 0.5707  -0.56
4 C -2.3631 0.0431 0.8090  -0.47
5 C -1.7307 1.5309 0.3593  0.72
6 O -2.2763 2.2765 -0.4677  -0.60
7 N -0.3753 1.2382 0.6843  -0.64
8 C 0.4971 2.4415 0.2388  -0.13
9 C 1.3493 1.9547 -0.7344  -0.48
10 C 2.2766 0.8927 -0.5139  0.05
11 C 3.2615 0.9145 0.4909  -0.28
12 C 3.8988 -0.3043 0.6409  0.08
13 N 3.4430 -1.4068 0.4928  -0.43
14 C 2.4972 -1.4685 -0.3945  0.02
15 C 1.7146 -0.4295 -0.6980  -0.26
16 H -1.5584 -1.9792 -1.8864  0.20
17 H -1.5537 -0.1119 -1.8267  0.19
18 H -3.1814 -1.0525 -1.5545  0.22
19 H -0.8569 -1.2377 0.1982  0.20
20 H -2.2479 -3.4045 0.2864  0.17
21 H -3.7232 -2.4904 0.7565  0.20
22 H -2.3654 -2.4732 1.6650  0.20
23 H -3.4513 0.3273 0.5466  0.21
24 H -2.3095 -0.0290 1.7730  0.19
25 H 0.0181 0.7321 1.3414  0.40
26 H 1.0651 2.7188 1.3378  0.15
27 H -0.0724 3.1431 0.1100  0.19
28 H 0.6617 1.7628 -1.5582  0.24
29 H 2.0929 2.7886 -1.0043  0.22
30 H 3.6833 1.9868 0.6920  0.23
31 H 4.8304 -0.4603 1.3668  0.17
32 H 2.3066 -2.5604 -0.7653  0.19
33 H 0.9209 -0.4290 -1.7622  0.22

Cartesian forces, eV/Å:
1.468 1.394 -6.584
-5.791 -0.623 0.840
-5.330 12.475 7.006
-3.373 3.233 -5.764
0.366 -6.204 -0.634
2.196 -0.809 2.676
-2.781 8.920 -6.370
4.824 -8.116 10.461
3.499 3.438 -5.251
-2.035 -3.936 4.585
0.728 3.572 -3.484
6.435 6.099 7.339
-0.918 -7.147 -2.380
-3.057 -5.311 -1.120
-1.178 2.603 -6.553
-1.354 1.459 1.024
-1.503 -2.344 1.468
1.005 -0.163 0.147
5.165 -0.586 1.119
3.408 -9.288 -3.902
2.519 -0.223 -1.639
0.526 -0.939 -0.206
1.190 -1.365 0.395
0.393 -0.410 5.898
1.169 -3.260 4.137
-1.021 -0.423 -3.007
-5.930 7.623 -2.309
0.525 -0.175 -0.714
-1.377 -0.309 -0.324
-0.381 -2.417 0.192
-1.354 1.646 -1.393
-0.177 2.117 0.596
2.144 -0.532 3.750

The value obtained for the energy above the lowest of the compared OMol25 structures with the same formula, charge and spin is 179.9 kcal per mole. The largest force on an atom comes out at 15.27 eV/A. The value obtained for the calculated total energy is -652.471717 hartree. As for the total charge: 0. Its SMILES is CC(C)CC(=O)NCCc1ccncc1. The value obtained for the gap between HOMO and LUMO is 9.9 eV.

---

No. 2
Here is the molecule C12H18N2O3S in a non-equilibrium geometry from the Open Molecules 2025 dataset. Energies are from ωB97M-V/def2-TZVPD.

Last column: natural (NBO) charge in e.
Element x y z (Å)
1 C 0.7856 -5.6934 2.4018  -0.25
2 O -0.3172 -5.0421 1.8247  -0.49
3 C -0.1391 -3.7776 1.3345  0.27
4 C 1.0572 -3.0708 1.3542  -0.31
5 C 1.1202 -1.7966 0.8218  -0.17
6 C 0.0003 -1.1782 0.2679  0.13
7 N 0.1356 0.0917 -0.3059  -0.45
8 C 0.6767 1.1546 0.5200  -0.23
9 C 1.2766 2.2357 -0.3773  -0.23
10 N 0.2849 2.7464 -1.3010  -0.68
11 S -0.7720 3.8906 -0.6698  2.30
12 C -0.5668 5.2074 -1.8925  -0.86
13 O -2.1321 3.4357 -0.7309  -0.95
14 O -0.2657 4.3618 0.5853  -0.95
15 C -0.3505 1.6915 -2.0617  -0.23
16 C -0.9206 0.5895 -1.1617  -0.24
17 C -1.1970 -1.8966 0.2564  -0.24
18 C -1.2619 -3.1726 0.7748  -0.24
19 H 0.4185 -6.6668 2.7240  0.20
20 H 1.5952 -5.8354 1.6778  0.17
21 H 1.1683 -5.1469 3.2706  0.17
22 H 1.9532 -3.5024 1.7723  0.22
23 H 2.0679 -1.2793 0.8274  0.20
24 H -0.1173 1.6219 1.1274  0.19
25 H 1.4377 0.7561 1.1894  0.22
26 H 2.1038 1.8276 -0.9653  0.20
27 H 1.6245 3.0749 0.2233  0.24
28 H -0.8411 4.8128 -2.8609  0.24
29 H -1.2147 6.0293 -1.6162  0.25
30 H 0.4708 5.5100 -1.8707  0.24
31 H 0.4014 1.2700 -2.7358  0.21
32 H -1.1543 2.1401 -2.6446  0.22
33 H -1.7587 1.0138 -0.5876  0.20
34 H -1.2841 -0.2236 -1.7920  0.22
35 H -2.0953 -1.4563 -0.1459  0.22
36 H -2.1896 -3.7228 0.7662  0.22

Cartesian forces, eV/Å:
0.160 -0.090 0.079
-0.212 0.219 -0.154
-0.172 0.068 -0.083
-0.015 -0.264 0.172
-0.181 0.123 -0.029
0.087 -0.358 0.105
0.094 0.213 -0.277
0.207 0.193 -0.045
0.281 -0.053 0.678
-0.536 0.721 0.391
0.197 0.781 -0.768
-0.138 -0.618 0.658
0.011 -0.126 -0.238
0.316 -0.024 0.012
-0.512 -0.390 -0.261
0.061 0.064 -0.191
0.095 0.171 0.019
0.184 -0.289 0.160
0.081 0.055 -0.002
-0.020 0.015 0.035
0.000 -0.016 -0.039
0.060 -0.070 0.037
0.090 0.045 -0.047
0.080 -0.089 0.074
-0.045 0.049 -0.009
-0.052 0.028 0.030
0.176 -0.158 0.010
-0.042 -0.082 -0.198
-0.154 0.081 0.104
0.185 0.038 -0.015
-0.071 0.037 0.030
0.019 -0.176 -0.154
-0.001 -0.146 -0.051
-0.032 0.046 0.024
-0.084 0.064 -0.053
-0.116 -0.064 -0.003

The value obtained for the energy above the lowest of the compared OMol25 structures with the same formula, charge and spin is 62.1 kcal per mole. The largest force on an atom comes out at 1.11 eV/A. The value obtained for the calculated total energy is -1201.447870 hartree. As for the total charge: 0. Its SMILES is COc1ccc(N2CCN(S(C)(=O)=O)CC2)cc1. The value obtained for the gap between HOMO and LUMO is 8.2 eV.

---

No. 3
Here is the molecule C12H18N2O3S from the Open Molecules 2025 dataset. Energies are from ωB97M-V/def2-TZVPD.

Last column: natural (NBO) charge in e.
Element x y z (Å)
1 C 3.1182 4.3117 -0.0574  -0.60
2 C 2.7482 2.9416 -0.6104  -0.40
3 C 1.6715 3.0444 -1.6891  -0.41
4 C 1.3406 1.6915 -2.3133  -0.08
5 O 0.7250 0.8218 -1.3615  -0.53
6 C 1.4574 -0.1811 -0.8609  0.80
7 O 2.5955 -0.4102 -1.1648  -0.59
8 C 0.6395 -0.9826 0.1292  -0.49
9 C -0.5374 -1.6734 -0.5806  -0.42
10 C -1.4814 -2.2995 0.4040  -0.19
11 C -2.4052 -1.6099 1.1170  0.28
12 C -2.6414 -0.1375 1.0363  -0.66
13 N -3.2155 -2.2667 2.0087  -0.57
14 C -3.1595 -3.6063 2.2497  0.27
15 S -4.1598 -4.3201 3.3366  -0.20
16 N -2.2275 -4.2857 1.5315  -0.60
17 C -1.3499 -3.7436 0.5933  0.66
18 O -0.5702 -4.4623 0.0125  -0.59
19 H 2.2476 4.7977 0.3782  0.20
20 H 3.5062 4.9499 -0.8482  0.20
21 H 3.8799 4.2176 0.7123  0.21
22 H 2.3886 2.3076 0.2032  0.20
23 H 3.6348 2.4635 -1.0313  0.21
24 H 0.7615 3.4708 -1.2611  0.20
25 H 2.0139 3.7056 -2.4871  0.21
26 H 2.2482 1.2106 -2.6914  0.21
27 H 0.6181 1.8094 -3.1257  0.19
28 H 0.2632 -0.2996 0.8925  0.22
29 H 1.2849 -1.7263 0.5951  0.24
30 H -1.0587 -0.9476 -1.2062  0.22
31 H -0.1456 -2.4678 -1.2177  0.25
32 H -2.0969 0.3082 0.2114  0.24
33 H -2.3196 0.3399 1.9619  0.24
34 H -3.7044 0.0631 0.9081  0.23
35 H -3.9060 -1.7492 2.5367  0.43
36 H -2.1641 -5.2857 1.6884  0.44

Cartesian forces, eV/Å:
-0.005 -0.255 0.001
-0.117 0.236 -0.117
0.072 -0.580 0.152
0.276 0.419 -0.412
-0.353 0.183 0.105
0.072 -0.366 0.410
0.155 -0.012 -0.061
0.055 0.006 -0.310
-0.014 0.086 0.164
-0.096 0.204 -0.057
0.452 -0.227 -0.423
0.049 -0.065 -0.019
0.015 -0.059 0.021
-0.144 0.001 0.145
-0.270 -0.265 0.307
-0.043 0.028 0.035
-0.221 0.214 0.141
0.191 -0.120 -0.108
-0.065 0.107 0.060
0.047 0.121 -0.052
0.074 0.091 0.089
0.049 -0.074 -0.013
-0.006 -0.094 0.030
-0.044 0.096 -0.048
-0.036 0.058 -0.058
-0.176 0.088 -0.007
0.085 -0.069 0.091
0.016 0.014 0.032
0.005 0.086 0.007
0.021 -0.055 -0.020
-0.068 0.096 -0.040
0.027 0.044 -0.038
0.016 0.055 0.054
-0.063 0.039 -0.025
0.094 -0.212 -0.042
-0.053 0.183 0.007

The value obtained for the energy above the lowest of the compared OMol25 structures with the same formula, charge and spin is 0.0 kcal per mole. The largest force on an atom comes out at 0.66 eV/A. The value obtained for the calculated total energy is -1201.546879 hartree. As for the total charge: 0. Its SMILES is CCCCOC(=O)CCc1c(C)[nH]c(=S)[nH]c1=O. The value obtained for the gap between HOMO and LUMO is 9.0 eV.

---

No. 4
Here is the molecule C12H18N2O4 in a non-equilibrium geometry from the Open Molecules 2025 dataset. Energies are from ωB97M-V/def2-TZVPD.

Last column: natural (NBO) charge in e.
Element x y z (Å)
1 C -3.3071 -1.4382 -0.6667  -0.27
2 O -2.2699 -2.0389 0.0208  -0.49
3 C -1.0563 -1.8059 -0.0726  0.33
4 C -0.2086 -2.5768 0.6801  -0.28
5 C 1.0543 -2.1657 0.8897  -0.33
6 C 1.5217 -1.2452 0.1345  0.30
7 O 2.9536 -0.5606 -0.1182  -0.56
8 C 3.6776 -1.1166 1.0972  -0.20
9 C 0.7133 -0.4773 -1.0494  0.03
10 C 1.1759 0.8379 -1.7699  0.04
11 O 0.2878 1.0126 -2.9918  -0.75
12 C 1.2784 1.8982 -1.0479  -0.26
13 N 0.0073 2.0425 -0.0307  -0.66
14 C 0.0261 1.4999 1.1763  0.62
15 O 0.9098 1.3585 1.9106  -0.59
16 C -1.3340 1.6689 1.5905  -0.29
17 N -2.4471 2.1758 0.8548  -0.87
18 C -0.6644 -0.8011 -1.0245  -0.31
19 H -3.0375 -1.6357 -1.8208  0.18
20 H -4.3685 -1.8938 -0.4659  0.22
21 H -3.2837 -0.1574 -0.5259  0.19
22 H -0.6474 -3.2588 1.4993  0.23
23 H 1.7877 -2.5322 1.5646  0.24
24 H 4.7283 -0.5922 0.8831  0.17
25 H 3.9616 -2.0473 0.9576  0.18
26 H 3.2978 -0.7849 1.8130  0.15
27 H 2.2749 0.5050 -2.0997  0.23
28 H 0.3563 -0.0563 -3.5489  0.48
29 H 2.1984 1.8550 -0.2228  0.26
30 H 1.4392 2.5938 -1.5750  0.19
31 H -0.7897 2.2800 -0.9199  0.46
32 H -1.6505 0.6065 1.8218  0.22
33 H -1.5164 2.0540 2.8356  0.17
34 H -3.4021 1.9102 0.9694  0.38
35 H -2.4471 3.2358 0.8769  0.36
36 H -1.2199 -0.3497 -1.6252  0.20

Cartesian forces, eV/Å:
-0.339 2.659 -3.200
-7.420 -2.562 2.396
4.201 1.578 -2.505
-3.303 -1.305 2.741
2.569 -1.378 1.399
2.851 9.239 -9.780
-2.870 -4.236 4.130
8.122 2.728 -13.910
-1.269 -1.729 4.185
1.311 -12.607 -6.998
1.435 -4.743 -0.879
-0.529 -1.496 17.310
2.144 2.308 -10.351
-4.095 4.144 -2.766
4.635 -2.032 2.817
-6.321 -2.857 7.726
0.969 3.738 -2.035
8.419 -3.959 5.320
-1.090 0.683 2.153
2.446 0.828 0.110
-0.246 -3.672 -0.252
0.387 0.927 -1.802
-0.087 -0.986 0.926
-1.939 -0.751 1.136
0.321 -4.875 -0.211
-5.868 4.526 11.462
-2.103 0.995 0.011
-0.304 5.143 2.725
-2.186 -0.238 -2.374
1.579 10.684 -6.680
1.941 -1.528 4.918
0.281 0.523 -0.166
1.541 -0.770 -3.352
0.024 -0.897 0.773
0.024 -1.795 -0.212
-5.232 3.714 -4.767

The value obtained for the energy above the lowest of the compared OMol25 structures with the same formula, charge and spin is 212.8 kcal per mole. The largest force on an atom comes out at 17.38 eV/A. The value obtained for the calculated total energy is -878.018014 hartree. As for the total charge: 0. Its SMILES is COc1ccc(OC)c([C@@H](O)CNC(=O)CN)c1. The value obtained for the gap between HOMO and LUMO is 8.1 eV.